ORCA calculation (wB97M-V/def2-TZVPD) on C5H11NO in the gas phase.

Output
**SMILES**: C[C@H]1CN1CCO
**HOMO-LUMO gap**: 9.5 eV
**Charge**: 0
**Relative energy (zero: lowest compared OMol25 entry of this formula, charge and spin)**: 2.980 eV
**Total energy**: -327.02183 hartree

Each line ends with the Löwdin charge.
Element x y z (Å)
1 C -1.82 -0.31 0.93  -0.049
2 C -0.61 0.59 1.30  -0.271
3 C 0.90 0.20 1.41  -0.107
4 N 0.34 0.90 0.32  -0.137
5 C 0.42 0.79 -1.11  -0.177
6 C 0.74 -0.57 -1.72  -0.253
7 O 2.04 -1.00 -1.39  -0.065
8 H -2.11 -0.11 -0.12  0.068
9 H -2.71 -0.08 1.52  0.069
10 H -1.65 -1.38 1.01  0.069
11 H -0.91 1.42 1.94  0.118
12 H 1.09 -0.88 1.46  0.099
13 H 1.71 0.76 1.89  0.105
14 H -0.53 1.19 -1.50  0.122
15 H 1.21 1.49 -1.40  0.120
16 H -0.01 -1.32 -1.42  0.113
17 H 0.72 -0.48 -2.81  0.119
18 H 2.11 -0.97 -0.42  0.058

---

ORCA calculation (wB97M-V/def2-TZVPD) on 3 unconnected molecules or ions with the total composition C5H11NO at a distorted geometry.

Output
**HOMO-LUMO gap (spin up / spin down)**: 6.9 / 6.4 eV
**Charge**: 0
**Relative energy (zero: lowest compared OMol25 entry of this formula, charge and spin)**: 5.804 eV
**Total energy**: -326.91806 hartree

Each line ends with the Löwdin charge.
Element x y z (Å)
1 C 0.61 0.19 0.81  -0.265
2 C 0.61 -0.51 -0.41  -0.088
3 C -2.96 -0.43 -0.43  -0.098
4 C 2.67 -0.68 -0.10  -0.037
5 C -1.66 0.35 -0.31  -0.329
6 N 0.70 1.53 0.89  0.117
7 O -1.62 1.51 -0.69  -0.058
8 H 0.74 -0.36 1.73  0.134
9 H 0.18 2.03 0.16  0.097
10 H 0.67 1.95 1.80  0.112
11 H 0.58 0.03 -1.34  0.097
12 H 0.40 -1.56 -0.40  0.092
13 H -2.77 -1.35 -0.99  0.062
14 H -3.75 0.16 -0.92  0.063
15 H -3.32 -0.72 0.56  0.064
16 H 3.11 0.32 -0.12  0.015
17 H 2.94 -1.24 0.78  0.014
18 H 2.86 -1.24 -1.01  0.010

---

ORCA calculation (wB97M-V/def2-TZVPD) on 2 unconnected molecules or ions with the total composition C5H11NO at a distorted geometry.

Output
**SMILES**: C=C/C=C(/C)N.O
**HOMO-LUMO gap**: 8.6 eV
**Charge**: 0
**Relative energy (zero: lowest compared OMol25 entry of this formula, charge and spin)**: 2.439 eV
**Total energy**: -327.04172 hartree

Each line ends with the Löwdin charge.
Element x y z (Å)
1 N 0.72 -1.00 1.88  0.101
2 C -0.34 -0.16 1.58  -0.421
3 C -0.60 0.18 0.32  -0.116
4 C -0.24 -0.63 -0.88  -0.186
5 C 0.98 -0.70 -1.43  -0.025
6 C -0.92 0.59 2.73  -0.058
7 H 0.63 -1.50 2.75  0.083
8 H 1.25 -1.51 1.20  0.075
9 H -1.23 1.01 0.03  0.101
10 H -1.08 -1.16 -1.33  0.094
11 H 1.29 -1.03 -2.41  0.045
12 H 1.77 -0.15 -0.92  0.058
13 H -1.97 0.64 3.02  0.076
14 H -0.71 1.65 2.44  0.095
15 H -0.42 0.33 3.67  0.073
16 H 0.71 1.47 -3.64  0.044
17 H -0.13 1.22 -4.86  0.028
18 O 0.30 0.75 -4.14  -0.066

---

ORCA calculation (wB97M-V/def2-TZVPD) on C5H11NO in the gas phase at a distorted geometry.

Output
**SMILES**: CC[C@H](C=O)NC
**HOMO-LUMO gap**: 10.4 eV
**Charge**: 0
**Relative energy (zero: lowest compared OMol25 entry of this formula, charge and spin)**: 1.656 eV
**Total energy**: -327.07047 hartree

Each line ends with the Löwdin charge.
Element x y z (Å)
1 C 0.57 -0.44 2.46  -0.122
2 N 0.73 -0.88 1.07  -0.070
3 C -1.83 1.40 -0.77  -0.096
4 C -1.32 0.15 -0.09  -0.231
5 C 0.19 0.11 0.14  -0.376
6 C 1.09 0.00 -1.09  -0.222
7 O 0.75 -0.46 -2.14  0.070
8 H 1.00 -1.14 3.18  0.076
9 H 1.05 0.53 2.58  0.080
10 H -0.48 -0.31 2.73  0.073
11 H 0.08 -1.66 0.94  0.114
12 H -2.91 1.45 -0.82  0.075
13 H -1.44 2.29 -0.25  0.076
14 H -1.42 1.51 -1.77  0.073
15 H -1.79 -0.14 0.85  0.102
16 H -1.59 -0.69 -0.75  0.117
17 H 0.36 1.15 0.48  0.138
18 H 2.13 0.21 -0.80  0.122

---

ORCA calculation (wB97M-V/def2-TZVPD) on C5H11NO in the gas phase at a distorted geometry.

Output
**SMILES**: CNCCCC=O
**HOMO-LUMO gap**: 9.1 eV
**Charge**: 0
**Relative energy (zero: lowest compared OMol25 entry of this formula, charge and spin)**: 3.002 eV
**Total energy**: -327.02102 hartree

Each line ends with the Löwdin charge.
Element x y z (Å)
1 O -0.19 -2.60 0.76  0.017
2 C -1.17 -1.83 0.74  -0.264
3 C -1.72 -0.92 -0.35  -0.176
4 C -1.08 0.42 -0.13  -0.196
5 C 0.22 0.36 0.71  -0.289
6 C 2.21 1.17 -0.59  -0.109
7 N 1.31 0.11 -0.14  -0.146
8 H -1.48 -1.50 1.80  0.137
9 H -1.46 -1.29 -1.32  0.104
10 H -2.82 -0.93 -0.22  0.121
11 H -1.86 1.18 0.06  0.110
12 H -0.73 0.87 -1.14  0.137
13 H 0.31 1.36 1.28  0.147
14 H 0.15 -0.23 1.60  0.077
15 H 2.35 1.84 0.25  0.081
16 H 3.08 0.86 -1.05  0.045
17 H 1.66 1.73 -1.37  0.071
18 H 1.21 -0.60 -0.89  0.132

---

ORCA calculation (wB97M-V/def2-TZVPD) on C5H11NO in the gas phase at a distorted geometry.

Output
**SMILES**: [H]/N=C/OC(C)(C)C
**HOMO-LUMO gap**: 10.5 eV
**Charge**: 0
**Relative energy (zero: lowest compared OMol25 entry of this formula, charge and spin)**: 2.370 eV
**Total energy**: -327.04424 hartree

Each line ends with the Löwdin charge.
Element x y z (Å)
1 C -2.52 -0.29 0.15  -0.083
2 C 0.30 -0.76 -1.15  -0.040
3 C 0.98 1.47 -0.25  -0.036
4 C 0.43 -0.39 1.35  -0.040
5 C 0.09 0.24 -0.01  -0.708
6 N -3.61 0.25 0.00  0.129
7 O -1.19 0.80 -0.03  -0.122
8 H -2.12 -1.26 0.36  0.104
9 H -0.16 -1.72 -0.94  0.069
10 H -0.13 -0.37 -2.07  0.088
11 H 1.37 -0.92 -1.31  0.082
12 H 0.69 2.26 0.45  0.085
13 H 0.82 1.85 -1.25  0.084
14 H 2.02 1.23 -0.11  0.082
15 H 1.50 -0.60 1.40  0.082
16 H 0.16 0.30 2.14  0.087
17 H -0.11 -1.32 1.50  0.067
18 H -4.45 -0.31 0.08  0.070

---

ORCA calculation (wB97M-V/def2-TZVPD) on 2 unconnected molecules or ions with the total composition C5H11NO at a distorted geometry.

Output
**HOMO-LUMO gap**: 8.9 eV
**Charge**: 0
**Relative energy (zero: lowest compared OMol25 entry of this formula, charge and spin)**: 5.982 eV
**Total energy**: -326.91151 hartree

Each line ends with the Löwdin charge.
Element x y z (Å)
1 C 1.87 1.28 -0.52  -0.089
2 C 0.93 1.15 0.66  -0.265
3 N -0.33 0.57 0.23  -0.094
4 C -1.17 -0.10 1.21  -0.102
5 C -0.47 -0.89 0.17  -0.391
6 C -1.06 -1.42 -1.04  -0.224
7 O -1.68 -0.55 -1.86  0.028
8 H 2.83 1.72 -0.21  0.071
9 H 1.43 1.92 -1.30  0.075
10 H 2.07 0.30 -0.97  0.074
11 H 1.39 0.52 1.44  0.116
12 H 0.73 2.13 1.11  0.117
13 H -0.77 -0.20 2.22  0.114
14 H -2.24 0.09 1.17  0.112
15 H -0.06 -1.88 0.59  0.108
16 H -0.65 -2.24 -1.59  0.081
17 H -1.20 -2.70 0.12  0.161
18 H -1.65 0.33 -1.43  0.109

---

ORCA calculation (wB97M-V/def2-TZVPD) on C5H11NO in the gas phase.

Output
**SMILES**: CN[C@@H]1OC1(C)C
**HOMO-LUMO gap**: 9.2 eV
**Charge**: 0
**Relative energy (zero: lowest compared OMol25 entry of this formula, charge and spin)**: 1.969 eV
**Total energy**: -327.05900 hartree

Each line ends with the Löwdin charge.
Element x y z (Å)
1 C -2.09 0.92 0.98  -0.124
2 N -1.52 -0.41 0.93  -0.046
3 C -0.15 -0.71 0.74  -0.312
4 O 0.77 0.29 1.12  0.012
5 C 0.84 -0.18 -0.24  -0.489
6 C 0.44 0.77 -1.34  -0.010
7 C 2.11 -0.96 -0.49  -0.023
8 H -2.83 0.98 1.79  0.076
9 H -2.58 1.26 0.05  0.073
10 H -1.30 1.64 1.22  0.080
11 H -2.15 -1.15 0.65  0.113
12 H 0.07 -1.72 1.10  0.148
13 H 1.31 1.34 -1.70  0.085
14 H -0.34 1.48 -1.04  0.071
15 H 0.07 0.17 -2.17  0.090
16 H 2.07 -1.47 -1.46  0.085
17 H 2.97 -0.28 -0.49  0.089
18 H 2.27 -1.70 0.30  0.083

---

ORCA calculation (wB97M-V/def2-TZVPD) on C5H11NO in the gas phase at a distorted geometry.

Output
**SMILES**: CC[C@@H](C)NC=O
**HOMO-LUMO gap**: 10.6 eV
**Charge**: 0
**Relative energy (zero: lowest compared OMol25 entry of this formula, charge and spin)**: 0.681 eV
**Total energy**: -327.10631 hartree

Each line ends with the Löwdin charge.
Element x y z (Å)
1 C -2.18 -0.24 -1.13  -0.099
2 C -1.29 -0.18 0.13  -0.212
3 C 0.23 0.05 -0.01  -0.352
4 C 0.61 1.43 0.64  -0.056
5 N 1.00 -1.02 0.61  0.041
6 C 2.35 -1.04 0.46  -0.366
7 O 2.96 -0.33 -0.31  0.011
8 H -1.86 0.51 -1.86  0.072
9 H -2.21 -1.21 -1.65  0.071
10 H -3.21 0.00 -0.86  0.069
11 H -1.50 0.75 0.64  0.081
12 H -1.56 -0.98 0.83  0.110
13 H 0.52 0.07 -1.07  0.140
14 H -0.01 2.27 0.29  0.080
15 H 0.51 1.42 1.73  0.086
16 H 1.65 1.67 0.40  0.064
17 H 0.58 -1.60 1.32  0.130
18 H 2.86 -1.76 1.13  0.129

---

ORCA calculation (wB97M-V/def2-TZVPD) on a molecular structure, C5H11NO at a distorted geometry.

Output
**HOMO-LUMO gap**: 9.5 eV
**Charge**: 0
**Relative energy (zero: lowest compared OMol25 entry of this formula, charge and spin)**: 5.597 eV
**Total energy**: -326.92565 hartree

Each line ends with the Löwdin charge.
Element x y z (Å)
1 C -1.57 -1.66 -0.44  -0.078
2 C -0.45 -0.66 -0.84  -0.241
3 N 0.00 0.21 0.30  -0.205
4 C 1.02 -0.31 1.07  -0.138
5 C 0.64 1.48 -0.67  -0.005
6 C 0.56 1.96 0.74  -0.455
7 O 1.39 2.39 1.52  0.010
8 H -1.28 -2.33 0.39  0.063
9 H -1.69 -2.41 -1.29  0.087
10 H -2.59 -1.28 -0.33  0.063
11 H -0.86 -0.02 -1.64  0.095
12 H 0.47 -1.14 -1.12  0.104
13 H 1.96 0.09 0.62  0.127
14 H 1.07 -1.35 0.94  0.074
15 H 0.66 -0.23 2.05  0.092
16 H 1.60 1.63 -1.10  0.112
17 H -0.33 1.61 -1.26  0.128
18 H -0.62 2.04 1.05  0.166

---

ORCA calculation (wB97M-V/def2-TZVPD) on 2 unconnected molecules or ions with the total composition C5H11NO at a distorted geometry.

Output
**SMILES**: C/C=C/NC=O.C
**HOMO-LUMO gap**: 9.2 eV
**Charge**: 0
**Relative energy (zero: lowest compared OMol25 entry of this formula, charge and spin)**: 2.048 eV
**Total energy**: -327.05610 hartree

Each line ends with the Löwdin charge.
Element x y z (Å)
1 C -2.25 -0.30 -1.25  -0.103
2 C -1.28 -0.57 -0.15  -0.188
3 C 0.04 -0.46 -0.28  -0.213
4 C 0.54 1.90 0.81  -0.058
5 N 0.95 -1.19 0.49  0.056
6 C 2.31 -1.14 0.36  -0.343
7 O 2.91 -0.35 -0.33  0.023
8 H -1.90 0.48 -1.92  0.077
9 H -2.35 -1.22 -1.84  0.077
10 H -3.25 -0.07 -0.88  0.068
11 H -0.33 1.24 0.53  0.013
12 H -1.68 -1.12 0.69  0.105
13 H 0.50 0.14 -1.06  0.132
14 H 0.21 2.87 0.45  0.016
15 H 0.65 1.88 1.90  0.027
16 H 1.58 1.75 0.43  0.040
17 H 0.56 -1.91 1.07  0.137
18 H 2.81 -1.93 0.96  0.134

---

ORCA calculation (wB97M-V/def2-TZVPD) on C5H11NO in the gas phase at a distorted geometry.

Output
**SMILES**: C=CCCNCO
**HOMO-LUMO gap**: 10.0 eV
**Charge**: 0
**Relative energy (zero: lowest compared OMol25 entry of this formula, charge and spin)**: 3.336 eV
**Total energy**: -327.00876 hartree

Each line ends with the Löwdin charge.
Element x y z (Å)
1 C -0.02 -0.85 -0.12  -0.251
2 C 1.08 -0.41 0.89  -0.200
3 C 1.89 0.81 0.39  -0.149
4 C 2.99 1.26 1.11  -0.001
5 N -1.38 -0.29 0.04  -0.053
6 C -2.35 -0.13 -1.04  -0.328
7 O -3.68 -0.02 -0.53  -0.067
8 H 0.41 -0.67 -1.08  0.079
9 H -0.13 -1.98 -0.11  0.124
10 H 1.79 -1.21 1.17  0.121
11 H 0.43 -0.31 1.69  0.078
12 H 1.90 0.91 -0.72  0.095
13 H 3.66 2.05 0.71  0.055
14 H 3.23 0.75 2.02  0.041
15 H -1.22 0.69 0.35  0.113
16 H -2.24 -1.08 -1.70  0.134
17 H -2.07 0.62 -1.77  0.102
18 H -4.28 -0.12 -1.31  0.106

---

ORCA calculation (wB97M-V/def2-TZVPD) on C5H11NO in the gas phase.

Output
**HOMO-LUMO gap**: 7.6 eV
**Charge**: 0
**Relative energy (zero: lowest compared OMol25 entry of this formula, charge and spin)**: 3.355 eV
**Total energy**: -327.00807 hartree

Each line ends with the Löwdin charge.
Element x y z (Å)
1 C 1.39 1.24 -1.26  -0.080
2 C 1.48 -0.14 -0.63  -0.195
3 N 0.38 -0.50 0.31  -0.232
4 C 0.71 -0.75 1.58  -0.009
5 C -0.84 -0.63 -0.22  -0.117
6 C -2.10 -0.54 0.58  -0.264
7 O -2.85 0.63 0.24  -0.079
8 H 2.19 1.33 -2.01  0.077
9 H 1.52 2.04 -0.53  0.077
10 H 0.43 1.39 -1.78  0.069
11 H 1.46 -0.91 -1.40  0.124
12 H 2.41 -0.25 -0.07  0.112
13 H 0.02 -1.33 2.18  0.059
14 H 1.58 -0.28 2.01  0.055
15 H -0.90 -0.72 -1.30  0.114
16 H -2.78 -1.37 0.36  0.113
17 H -1.89 -0.57 1.65  0.097
18 H -2.22 1.36 0.28  0.078